Record 1
Computed, not measured: a 2-piece molecular cluster, C3H12N2O overall at a distorted geometry, with ωB97M-V/def2-TZVPD.

LUMO energy   0.038 Ha
Molar mass   92.142 g/mol
Relative energy (zero: lowest compared OMol25 entry of this formula, charge and spin)   98.8 kJ/mol
DFT total energy   -8332.29854 eV
Frontier orbital gap   0.359 Ha
HOMO energy   -8.739 eV
SMILES string   CCO.NCN

Last column: natural (NBO) charge in e.
Element x y z (Å)
C: -2.90 -2.18 2.06  -0.06
O: -2.60 -2.94 0.90  -0.72
C: -2.26 -0.82 1.93  -0.62
H: -2.58 -2.64 3.00  0.15
H: -3.99 -2.02 2.14  0.15
H: -3.11 -3.76 0.91  0.47
H: -1.17 -0.87 2.01  0.21
H: -2.66 -0.23 2.77  0.21
H: -2.60 -0.32 1.03  0.21
N: 3.50 1.60 -2.61  -0.91
C: 2.30 1.21 -1.88  -0.04
N: 1.81 2.33 -1.06  -0.81
H: 3.96 1.17 -3.37  0.38
H: 3.82 2.52 -2.36  0.36
H: 2.47 0.39 -1.19  0.17
H: 1.51 1.03 -2.60  0.16
H: 2.13 3.18 -1.49  0.34
H: 2.35 2.35 -0.20  0.34

---

Record 2
Computed, not measured: a 28-piece molecular cluster, C28H112O28 overall at a distorted geometry, with ωB97M-V/def2-TZVPD.

LUMO energy   0.019 Ha
Molar mass   897.176 g/mol
Relative energy (zero: lowest compared OMol25 entry of this formula, charge and spin)   0.0 kJ/mol
DFT total energy   -88171.03656 eV
Frontier orbital gap   0.383 Ha
HOMO energy   -9.891 eV

Last column: Löwdin charge in e.
Element x y z (Å)
C: -26.74 -2.16 5.25  -0.14
O: -26.89 -1.57 6.55  -0.14
H: -27.41 -1.67 4.49  0.10
H: -25.71 -2.08 4.93  0.06
H: -27.01 -3.19 5.35  0.06
H: -26.80 -0.60 6.44  0.04
C: -24.30 8.14 10.70  -0.13
O: -24.40 7.39 9.48  -0.11
H: -25.26 8.60 10.85  0.07
H: -24.13 7.41 11.51  0.06
H: -23.49 8.87 10.81  0.09
H: -23.63 6.84 9.54  0.00
C: -17.82 7.40 5.66  -0.14
O: -19.14 7.03 5.27  -0.14
H: -17.89 8.22 6.42  0.09
H: -17.21 6.61 6.09  0.05
H: -17.21 7.80 4.82  0.09
H: -19.13 6.54 4.43  0.05
C: -18.83 2.97 6.85  -0.14
O: -18.89 2.38 8.12  -0.17
H: -19.41 2.32 6.14  0.08
H: -19.22 3.96 6.71  0.05
H: -17.84 3.01 6.46  0.08
H: -18.02 2.52 8.61  0.08
C: -26.02 6.25 6.76  -0.14
O: -25.85 4.93 7.23  -0.11
H: -26.55 6.24 5.81  0.08
H: -26.57 6.85 7.46  0.07
H: -25.11 6.80 6.52  0.07
H: -25.60 4.96 8.12  0.04
C: -28.49 8.85 12.81  -0.13
O: -27.39 8.05 12.42  -0.13
H: -28.12 9.59 13.50  0.07
H: -28.84 9.30 11.89  0.08
H: -29.24 8.22 13.26  0.07
H: -27.45 7.23 12.87  0.01
C: -20.84 -0.57 2.80  -0.17
O: -20.77 0.80 3.00  -0.17
H: -19.85 -1.01 2.83  0.08
H: -21.55 -1.09 3.41  0.07
H: -21.14 -0.77 1.75  0.09
H: -20.77 1.03 3.97  0.07
C: -25.59 -0.26 15.27  -0.14
O: -26.63 0.56 14.80  -0.17
H: -25.41 -0.04 16.32  0.07
H: -25.79 -1.39 15.23  0.11
H: -24.73 0.05 14.69  0.08
H: -27.01 0.20 13.97  0.05
C: -22.14 3.64 2.17  -0.10
O: -20.71 3.39 2.10  -0.15
H: -22.26 4.70 1.84  0.09
H: -22.70 2.90 1.66  0.06
H: -22.54 3.65 3.25  0.09
H: -20.61 2.45 2.29  0.04
C: -30.33 2.97 13.09  -0.10
O: -28.94 2.77 12.80  -0.14
H: -30.90 2.60 12.22  0.09
H: -30.46 2.40 13.96  0.06
H: -30.70 4.04 13.04  0.10
H: -28.70 3.44 12.18  0.01
C: -25.46 5.83 14.23  -0.10
O: -26.47 5.18 13.37  -0.16
H: -25.74 5.78 15.25  0.07
H: -24.50 5.32 14.08  0.08
H: -25.38 6.92 13.97  0.06
H: -26.89 4.46 13.89  0.05
C: -17.04 4.86 9.25  -0.15
O: -16.59 3.52 9.18  -0.16
H: -17.06 5.09 8.15  0.08
H: -18.10 4.83 9.70  0.09
H: -16.46 5.56 9.87  0.09
H: -16.63 3.26 10.13  0.05
C: -20.38 -0.13 6.51  -0.11
O: -21.22 0.49 5.53  -0.17
H: -19.90 0.58 7.16  0.05
H: -20.91 -0.92 7.08  0.08
H: -19.57 -0.60 5.94  0.09
H: -21.88 0.98 6.06  0.06
C: -24.52 0.53 3.73  -0.12
O: -25.42 1.63 3.57  -0.16
H: -25.09 -0.24 3.24  0.08
H: -23.54 0.81 3.26  0.08
H: -24.33 0.42 4.84  0.09
H: -25.02 2.50 3.78  0.08
C: -18.55 5.51 1.58  -0.14
O: -19.39 5.66 2.73  -0.15
H: -19.09 4.94 0.84  0.07
H: -18.26 6.51 1.19  0.08
H: -17.56 5.06 1.79  0.08
H: -19.85 4.80 2.67  0.03
C: -28.13 3.13 16.00  -0.11
O: -26.87 3.16 15.31  -0.16
H: -28.10 2.40 16.82  0.09
H: -28.32 4.07 16.52  0.08
H: -28.87 2.82 15.30  0.03
H: -26.63 2.23 15.13  0.04
C: -27.29 2.00 7.04  -0.11
O: -26.20 1.37 6.37  -0.15
H: -27.37 1.54 8.01  0.07
H: -27.19 3.08 7.15  0.06
H: -28.21 1.71 6.44  0.10
H: -25.99 1.90 5.60  0.04
C: -28.72 -1.32 12.51  -0.13
O: -27.48 -0.65 12.57  -0.15
H: -28.93 -1.73 11.49  0.09
H: -28.72 -2.15 13.20  0.07
H: -29.54 -0.58 12.76  0.09
H: -27.60 0.14 12.01  0.04
C: -23.04 2.57 7.74  -0.12
O: -22.61 1.22 7.64  -0.14
H: -23.48 2.86 8.69  0.08
H: -22.17 3.20 7.57  0.07
H: -23.78 2.93 7.03  0.06
H: -23.39 0.71 7.95  0.03
C: -22.25 4.17 11.73  -0.11
O: -23.25 4.86 10.96  -0.12
H: -22.51 4.06 12.79  0.09
H: -22.14 3.24 11.20  0.05
H: -21.30 4.54 11.61  0.05
H: -22.78 5.61 10.62  0.00
C: -26.08 2.06 11.29  -0.10
O: -27.40 1.62 10.96  -0.15
H: -25.86 3.06 10.87  0.08
H: -26.00 2.13 12.35  0.07
H: -25.46 1.36 10.78  0.08
H: -28.09 2.06 11.50  0.03
C: -29.01 5.39 10.41  -0.10
O: -27.95 4.59 10.93  -0.17
H: -29.14 5.09 9.37  0.09
H: -29.83 5.07 10.99  0.05
H: -28.89 6.45 10.48  0.07
H: -27.29 5.15 11.48  0.11
C: -22.24 6.02 6.92  -0.09
O: -20.83 5.74 7.23  -0.15
H: -22.31 6.38 5.84  0.11
H: -22.88 5.11 7.05  0.06
H: -22.65 6.80 7.54  0.05
H: -20.25 6.19 6.64  0.01
C: -20.46 1.07 11.03  -0.14
O: -19.43 2.02 10.69  -0.19
H: -19.94 0.20 11.56  0.10
H: -21.29 1.42 11.68  0.06
H: -21.00 0.67 10.11  0.09
H: -19.69 2.38 9.75  0.11
C: -23.84 -1.75 8.14  -0.11
O: -24.48 -0.49 8.27  -0.14
H: -22.76 -1.52 8.16  0.07
H: -24.16 -2.41 8.97  0.09
H: -24.05 -2.25 7.20  0.08
H: -25.22 -0.39 7.64  0.06
C: -20.22 7.24 10.76  -0.11
O: -21.34 6.84 9.93  -0.16
H: -19.65 8.05 10.27  0.08
H: -20.54 7.74 11.68  0.07
H: -19.54 6.41 10.87  0.05
H: -21.01 6.65 8.99  0.08
C: -23.06 8.03 14.54  -0.15
O: -22.53 7.34 13.40  -0.15
H: -22.39 8.95 14.69  0.10
H: -24.03 8.49 14.31  0.07
H: -23.02 7.47 15.49  0.08
H: -23.16 6.72 13.02  0.01
C: -17.39 3.41 13.21  -0.12
O: -17.21 3.27 11.81  -0.14
H: -16.51 3.84 13.61  0.06
H: -18.23 4.07 13.46  0.08
H: -17.58 2.42 13.68  0.10
H: -17.99 2.85 11.49  0.01

---

Record 3
Computed, not measured: C28H38F6N5PSSbV as an isolated structure at a distorted geometry, with ωB97M-V/def2-TZVPD.

LUMO energy (alpha / beta)   -0.143 / -0.262 Ha
Molar mass   794.380 g/mol
Spin multiplicity   4
DFT total energy   -105751.83863 eV
Frontier orbital gap (alpha / beta)   0.256 / 0.136 Ha
Net charge   +1
HOMO energy (alpha / beta)   -10.835 / -10.836 eV
<S²>   3.814

Last column: Löwdin spin population.
Element x y z (Å)
V: 1.63 -1.12 0.35  1.03
S: 1.37 -1.91 4.92  0.00
C: 2.13 -0.31 4.87  0.11
C: 2.48 0.52 5.95  -0.01
C: 3.02 1.75 5.59  0.14
C: 3.18 2.23 4.26  0.01
C: 2.70 1.44 3.25  0.06
C: 2.19 0.11 3.50  0.10
N: 1.81 -0.86 2.56  0.12
C: 1.50 -1.99 3.18  0.02
C: 1.16 -3.12 2.35  0.11
C: 0.74 -4.25 2.99  0.08
C: 0.70 -5.46 2.24  0.03
C: 1.03 -5.42 0.92  0.15
C: 1.16 -4.15 0.25  -0.01
C: 1.16 -3.00 0.97  0.06
H: 2.22 0.23 6.97  0.00
H: 3.38 2.44 6.27  0.01
H: 3.74 3.13 4.06  0.00
H: 2.70 1.87 2.19  0.00
H: 0.38 -4.22 4.03  0.00
H: 0.54 -6.35 2.77  0.00
H: 1.33 -6.30 0.37  0.01
H: 1.20 -4.09 -0.88  0.00
N: -0.05 -0.49 0.12  0.03
P: -1.03 0.31 -0.74  0.02
N: -0.32 1.18 -1.98  0.52
C: -1.01 1.25 -3.24  0.08
C: -0.16 1.27 -4.54  0.02
C: 0.97 2.31 -4.52  0.00
C: 1.27 2.81 -3.07  0.01
C: 1.10 1.71 -1.99  0.07
N: -2.00 1.36 0.22  0.02
C: -1.69 2.79 0.46  0.00
C: -1.98 3.27 1.87  0.00
C: -1.35 2.25 2.90  0.00
C: -1.80 0.82 2.66  0.00
C: -2.67 0.75 1.37  0.00
N: -2.17 -0.74 -1.40  0.00
C: -3.54 -0.40 -1.69  0.00
C: -3.92 -0.48 -3.19  0.00
C: -3.09 -1.57 -3.95  0.00
C: -2.47 -2.65 -3.07  0.00
C: -1.72 -2.12 -1.84  0.00
H: -1.58 2.20 -3.28  0.05
H: -1.71 0.40 -3.28  0.01
H: -0.92 1.44 -5.35  0.00
H: 0.30 0.24 -4.58  0.00
H: 0.79 3.21 -5.16  0.00
H: 1.82 1.91 -5.08  0.00
H: 0.76 3.72 -2.76  0.00
H: 2.29 3.08 -3.12  0.00
H: 1.40 2.07 -0.96  0.02
H: 1.80 0.90 -2.08  0.04
H: -2.14 3.48 -0.34  0.00
H: -0.63 2.94 0.24  0.00
H: -3.03 3.32 2.03  0.00
H: -1.55 4.23 2.14  0.00
H: -1.70 2.54 3.91  0.00
H: -0.25 2.43 3.03  0.00
H: -2.34 0.48 3.54  0.00
H: -0.93 0.18 2.55  0.00
H: -3.58 1.38 1.49  0.00
H: -2.96 -0.29 1.10  0.00
H: -3.76 0.60 -1.36  0.00
H: -4.22 -1.12 -1.17  0.00
H: -3.69 0.42 -3.65  0.00
H: -5.01 -0.75 -3.27  0.00
H: -2.31 -1.19 -4.67  0.00
H: -3.76 -2.12 -4.62  0.00
H: -1.90 -3.28 -3.74  0.00
H: -3.34 -3.30 -2.79  0.00
H: -0.61 -2.12 -2.01  0.00
H: -1.89 -2.90 -1.06  0.00
F: 2.06 -1.53 -1.43  0.04
Sb: 4.68 0.29 -0.73  0.00
F: 4.21 1.79 -1.89  0.00
F: 2.49 0.70 0.18  0.02
F: 6.55 0.29 -1.40  0.00
F: 3.64 -1.96 0.54  0.01
F: 5.21 1.50 0.69  0.00